Entry 1:
The following is a quantum chemistry calculation of a structure of composition C20H23ClIrN2, from the OMol25 dataset.

Structure (XYZ):
```
47
Properties=species:S:1:pos:R:3:forces:R:3:lowdin_spin:R:1
C -2.77646 -0.44308 -0.36663 -2.5 -1.1 -0.6 0.121
C -2.85607 0.70431 -1.38146 -1.5 -0.2 -1.2 0.070
H -2.87852 -1.38135 -0.92417 0.1 0.1 0.5 0.008
H -3.59375 -0.33081 0.35028 0.1 -0.1 0.0 0.014
H -1.88766 -0.59057 0.36149 -1.3 -1.1 0.4 0.046
H -1.87232 1.14235 -1.67734 -0.8 0.7 -1.0 0.023
H -3.24968 0.30762 -2.32975 0.3 0.1 0.2 0.009
H -3.52281 1.51043 -1.06829 0.3 -0.1 0.0 0.004
C -0.34396 -2.51658 -0.54434 1.0 -1.8 -0.1 0.044
C 0.40811 -3.65368 -0.80618 -2.0 0.7 1.5 0.118
C 1.51950 -3.57540 -1.65541 1.2 1.1 -1.3 0.152
C 1.82921 -2.34443 -2.22896 0.1 -0.8 0.2 0.029
H -1.20759 -2.56911 0.12490 0.3 0.0 -0.3 0.001
H 0.10902 -4.57859 -0.31333 0.1 0.2 -0.3 0.005
H 2.10836 -4.46635 -1.86628 -0.1 0.3 -0.1 0.006
H 2.62913 -2.20458 -2.95140 0.0 -0.3 0.3 -0.001
N 0.00868 -1.30984 -1.04901 -2.0 0.4 1.0 0.245
C 1.08182 -1.20392 -1.88808 1.2 1.8 -1.1 0.176
C 1.35848 0.16854 -2.28228 -0.1 -1.4 0.4 0.119
N 0.51364 1.10064 -1.72556 0.7 0.8 -2.1 0.328
C 0.55614 2.40267 -2.10175 0.8 0.2 -0.7 0.089
C 2.49990 1.95310 -3.45504 0.4 -1.2 0.1 0.081
C 1.55270 2.85163 -2.95627 -1.0 0.7 0.7 0.095
H -0.21183 3.06300 -1.68060 0.4 -0.2 -0.2 0.005
H 1.57996 3.91013 -3.20209 0.1 -0.2 0.0 0.005
C 2.38838 0.60519 -3.12631 0.2 0.4 -0.4 0.072
H 3.03692 -0.16720 -3.53230 0.1 0.4 0.0 0.002
H 3.31471 2.30643 -4.08312 -0.2 -0.1 0.1 0.002
Ir -0.79681 0.51750 -0.30260 3.7 -1.2 1.0 1.919
C -1.53615 2.14397 0.55052 -0.2 0.8 1.0 0.057
H -2.24186 2.71979 -0.06477 0.4 0.0 0.4 0.016
H -0.75898 2.75570 1.00957 -0.3 0.3 -0.2 0.013
H -2.06471 1.62750 1.36176 -0.4 0.6 0.4 0.026
Cl 0.73222 2.81363 3.15766 -0.2 -1.0 0.1 0.141
C 0.38300 1.14803 3.43902 -0.3 1.4 1.5 0.213
C -0.01032 0.76238 4.72113 -0.3 -0.5 0.4 -0.015
C -0.20018 -0.59463 5.01896 0.1 1.8 0.7 0.192
C 0.03912 -1.56571 4.04250 0.4 -0.8 -2.1 0.153
C 0.41470 -1.17352 2.75647 -0.4 -0.6 0.8 0.023
C 0.51816 0.18242 2.41173 0.6 -0.6 -2.1 0.225
C 0.81071 0.54023 0.99353 1.2 0.3 2.2 0.126
H -0.17769 1.51650 5.48657 0.1 -0.1 -0.2 -0.003
H -0.48455 -0.88746 6.02587 0.0 0.1 -0.2 0.007
H -0.10185 -2.63160 4.25105 0.1 0.5 0.1 0.005
H 0.61023 -1.91292 1.97895 -0.1 0.1 0.2 -0.002
H 1.24109 1.53866 0.91398 0.0 0.0 0.1 0.015
H 1.52984 -0.19102 0.60740 -0.3 0.1 -0.2 0.019
```
Forces are in eV/Å.

Output
2S+1: 6
net charge: +2
M: 519.09 g/mol
E: -39430.5641 eV
HOMO (alpha / beta): -11.3416 / -14.6981 eV
energy relative to the best compared isomer or geometry (same formula, charge and spin): 0.0 kJ/mol
orbital gap (alpha / beta): 0.180 / 0.151 Eh
F_max: 4.038 eV/Å

Entry 2:
The following is a quantum chemistry calculation of a structure of composition C6H11Cl3MnN2O2SbSe4, from the OMol25 dataset.

Structure (XYZ):
```
30
Properties=species:S:1:pos:R:3:forces:R:3:lowdin_spin:R:1
Mn -0.83217 -0.31217 1.38218 3.9 -0.8 -6.7 3.395
Se -0.71539 -2.71644 -3.21649 0.3 0.4 0.3 0.056
Sb 0.45807 -1.06640 -1.94477 -1.1 -0.5 0.3 0.050
Se -1.15207 0.48345 -0.54417 -1.3 2.4 -4.5 0.052
Se 0.63408 -1.58472 0.57450 3.6 -3.7 -1.2 0.093
Se 2.44526 -0.12713 -2.93038 0.2 0.1 0.2 0.048
Cl -3.59095 0.43482 4.75454 0.1 -0.1 -0.3 0.001
C -3.30300 -0.06985 3.06050 -1.6 0.0 0.4 0.005
Cl -3.97393 -1.70274 2.79137 0.2 0.6 0.1 0.003
Cl -4.07281 1.08969 1.94838 0.1 -0.3 0.3 0.003
C -1.80932 -0.04763 2.86563 -4.6 0.8 4.8 0.051
O -1.27697 1.00870 2.49622 -0.1 3.9 2.0 0.083
O -1.17979 -1.11338 2.91028 0.2 -3.2 4.1 0.137
N 4.22370 1.21956 -0.46954 0.2 -0.3 -0.5 0.000
C 3.30253 2.37539 -0.57969 -0.8 0.5 -0.1 0.000
C 1.99591 1.99334 0.12034 0.0 -0.3 -0.1 0.005
N 2.17279 1.61402 1.50649 0.2 0.3 0.2 0.004
C 3.18454 0.58941 1.65683 0.2 -0.2 -0.2 0.005
C 4.51307 0.89239 0.93989 -0.1 -0.3 0.9 0.000
H 5.07488 1.38195 -1.01655 -0.2 0.0 0.2 0.000
H 3.73742 0.42071 -0.96347 0.0 0.2 -0.1 0.000
H 3.11922 2.56268 -1.64206 0.1 0.0 0.2 0.000
H 3.75764 3.24558 -0.10115 0.2 -0.1 -0.1 0.000
H 1.58066 1.11344 -0.38843 0.1 0.4 0.0 0.005
H 1.25982 2.79658 0.04427 0.1 -0.1 -0.1 0.002
H 2.38069 2.42798 2.07675 0.0 -0.1 0.1 0.000
H 2.79078 -0.35177 1.23773 0.1 0.3 0.2 0.002
H 3.37616 0.42996 2.71817 0.1 -0.1 -0.1 0.000
H 5.15738 0.01293 0.98909 0.0 0.1 -0.2 0.000
H 5.02745 1.73622 1.41134 0.0 0.0 -0.3 0.000
```
Forces are in eV/Å.

Output
2S+1: 5
net charge: 0
M: 742.06 g/mol
E: -350283.7459 eV
HOMO (alpha / beta): -7.5248 / -7.5633 eV
orbital gap (alpha / beta): 0.255 / 0.218 Eh
F_max: 7.765 eV/Å

Entry 3:
The following is a quantum chemistry calculation of a cluster of 2 separate species, C7H12 in total, from the OMol25 dataset.

Structure (XYZ):
```
19
Properties=species:S:1:pos:R:3:forces:R:3:mulliken_charge:R:1
C -1.96874 -0.25115 0.72979 0.0 0.0 0.0 -1.069
C -1.72826 -0.74129 -0.69723 -0.4 0.0 0.1 0.007
C -0.48058 -0.55472 -1.51305 0.0 -0.2 0.0 -0.308
C -0.68398 -1.75712 -1.07797 0.0 0.2 -0.1 -0.531
H -2.30960 0.79337 0.75165 0.1 -0.2 -0.1 0.261
H -2.76665 -0.85270 1.18396 0.1 0.1 -0.1 0.361
H -1.09148 -0.33026 1.38188 -0.1 0.0 -0.2 0.162
H -2.67250 -0.75220 -1.25442 0.1 -0.1 0.0 0.373
H 0.10857 0.13439 -2.09999 -0.2 -0.2 0.2 0.386
H -0.37511 -2.79435 -1.04432 -0.1 0.3 0.0 0.350
C 1.49375 1.73702 -0.61347 0.0 -0.1 0.2 -0.933
C 1.14922 1.13813 0.52373 0.0 0.2 -0.2 0.103
C 1.82027 -0.07004 1.10604 0.1 -0.1 0.0 -0.982
H 2.30541 1.36537 -1.23810 0.0 0.1 0.2 0.326
H 0.94821 2.59892 -0.98974 0.1 -0.1 0.1 0.304
H 0.28044 1.51452 1.06507 0.2 0.1 0.0 0.347
H 2.36326 0.17118 2.03042 -0.1 0.0 -0.2 0.315
H 1.07929 -0.83774 1.35790 0.1 0.1 0.0 0.245
H 2.52849 -0.51134 0.39785 -0.1 0.1 0.1 0.283
```
Forces are in eV/Å.

Output
net charge: 0
M: 96.17 g/mol
E: -7450.0570 eV
HOMO: -9.1184 eV
energy relative to the best compared isomer or geometry (same formula, charge and spin): 325.6 kJ/mol
orbital gap: 0.379 Eh
SMILES string: CC1C=C1.C=CC
F_max: 0.371 eV/Å

Entry 4:
The following is a quantum chemistry calculation of the molecule C3H4N2O4, from the OMol25 dataset.

Structure (XYZ):
```
13
Properties=species:S:1:pos:R:3:forces:R:3:mulliken_charge:R:1
N -1.14754 -0.43079 0.51671 0.9 -1.1 -0.9 -0.098
C -0.26945 -1.15945 -0.20264 0.9 -2.1 0.6 0.689
C 1.45258 0.42670 0.23236 -1.7 1.1 0.9 0.658
C -0.71433 0.85621 0.21258 1.7 2.4 0.8 -0.086
O -0.76276 -2.18994 -0.87079 0.3 0.2 0.4 -0.431
O 1.88740 0.97532 -0.90109 0.3 -0.2 -0.5 -0.449
N -1.36249 1.93870 0.33189 0.0 -0.7 -0.1 -0.584
O 1.03942 -1.07385 -0.18996 -2.2 0.9 -0.4 -0.390
O 1.85887 0.60917 1.33912 0.0 -0.5 -0.4 -0.535
H -0.02127 -2.68195 -1.26456 -0.1 0.0 0.1 0.371
H 2.43236 1.73872 -0.65002 -0.1 -0.2 0.0 0.371
H -2.06998 -0.79613 0.77445 0.1 0.1 -0.5 0.284
H -2.32281 1.78729 0.67196 0.0 0.1 -0.1 0.201
```
Forces are in eV/Å.

Output
net charge: 0
M: 132.08 g/mol
E: -14342.8923 eV
HOMO: -8.0930 eV
energy relative to the best compared isomer or geometry (same formula, charge and spin): 366.9 kJ/mol
orbital gap: 0.304 Eh
F_max: 3.020 eV/Å

Entry 5:
The following is a quantum chemistry calculation of a structure of composition C5H5BaO15, from the OMol25 dataset.

Structure (XYZ):
```
26
Properties=species:S:1:pos:R:3:forces:R:3:mulliken_charge:R:1
Ba -0.63720 -0.12533 -0.30668 0.1 0.0 0.4 1.966
O 4.23557 -0.77702 -5.80678 1.1 -1.4 0.6 -0.490
C 3.29567 0.15100 -5.96888 -4.0 1.8 4.3 0.657
O 3.34878 0.73925 -7.01798 0.6 1.8 -4.5 -0.719
O 2.50191 0.45552 -5.05166 -0.2 -1.1 1.0 -0.773
H 4.57618 -0.36429 -6.60380 2.3 -1.2 -1.3 0.327
O 2.46299 -3.22107 5.03244 0.5 -1.5 3.6 -0.529
C 1.93810 -2.49670 4.10960 -4.0 6.4 -0.9 0.778
O 1.21090 -1.51230 4.29269 -1.3 0.4 1.4 -0.773
O 2.34606 -2.77764 2.99280 1.5 -1.8 -4.5 -0.791
H 2.87927 -3.52113 4.22110 3.1 -3.4 -0.1 0.330
O -5.72094 4.96007 -0.06218 -1.7 1.4 -0.6 -0.510
C -4.78615 4.02739 -0.12981 1.8 -1.8 -1.6 0.734
O -4.36157 3.69198 0.96058 1.2 -0.9 4.6 -0.786
O -4.40599 3.51900 -1.14984 0.5 -0.7 -4.3 -0.739
H -5.65563 4.76812 0.87617 -1.4 1.6 1.9 0.310
O -4.56196 -6.44347 -1.76510 -1.2 -2.6 -0.7 -0.455
C -3.98705 -5.36022 -1.30909 1.5 4.9 2.1 0.709
O -4.31804 -4.85660 -0.22015 -1.0 -1.1 0.6 -0.744
O -3.14144 -4.79346 -2.04395 0.9 -0.6 -1.5 -0.798
H -4.04367 -6.58346 -2.56095 -0.1 -0.3 -0.5 0.292
O 3.47364 3.87629 4.47465 0.0 -1.5 5.1 -0.459
C 3.42846 4.39707 3.31811 1.4 4.0 -4.9 0.691
O 3.03500 3.61435 2.44170 -1.3 -1.6 -2.0 -0.780
O 3.83639 5.55869 3.11691 0.0 0.5 0.7 -0.789
H 3.05073 3.07392 4.16009 -0.2 -1.4 0.9 0.340
```
Forces are in eV/Å.

Output
net charge: -3
M: 442.41 g/mol
E: -36668.9467 eV
HOMO: -1.2195 eV
energy relative to the best compared isomer or geometry (same formula, charge and spin): 924.5 kJ/mol
orbital gap: 0.116 Eh
F_max: 7.642 eV/Å

Entry 6:
The following is a quantum chemistry calculation of a structure of composition C19H39BrNO3PdSbSi3, from the OMol25 dataset.

Structure (XYZ):
```
68
Properties=species:S:1:pos:R:3:forces:R:3:mulliken_charge:R:1
Pd 0.75970 0.00657 0.27181 -0.2 0.2 0.6 -0.030
C 1.19968 0.03305 3.55762 0.0 0.1 -0.1 -0.805
O 0.79031 -0.59649 2.35351 0.1 -0.5 0.0 0.053
Si -0.50012 -1.70069 2.18789 -0.2 -0.2 -0.1 0.455
C -0.04054 -3.31318 3.01181 0.0 0.0 0.1 -1.226
C -1.98918 -1.03669 3.09642 0.1 0.1 0.0 -1.276
C -0.58119 -1.67724 0.35346 0.2 0.7 -0.3 0.183
Si 0.58434 -2.84325 -0.53716 0.1 0.1 -0.3 1.200
C -0.21164 -4.51254 -0.85709 0.1 -0.1 0.1 -1.187
C 1.10486 -2.18002 -2.22966 -0.1 0.1 0.1 -1.052
C 2.19976 -3.06458 0.43393 0.0 -0.1 0.0 -1.321
Si -2.23474 -1.30338 -0.44427 -0.1 0.0 0.0 0.685
C -2.91743 0.36096 0.12559 0.1 0.0 0.0 -1.206
C -2.14443 -1.28098 -2.31663 0.0 0.0 0.1 -0.895
C -3.49097 -2.64149 -0.00794 0.0 0.0 0.1 -1.161
H 1.68394 -0.69327 4.21380 0.0 0.0 0.0 0.260
H 0.34162 0.47322 4.06950 0.0 0.0 0.0 0.319
H 1.90313 0.82612 3.31516 0.0 0.0 0.0 -0.003
H -0.11493 -3.21751 4.09823 0.0 0.0 0.0 0.426
H 0.96467 -3.65172 2.76614 0.0 0.0 0.0 0.342
H -0.74233 -4.09412 2.70594 0.0 0.0 0.0 0.299
H -1.94158 -1.28448 4.15914 0.0 0.0 0.0 0.396
H -2.90030 -1.48153 2.69218 0.0 0.0 0.0 0.304
H -2.08361 0.04596 2.99765 0.0 0.0 0.0 0.295
H -1.13397 -4.39017 -1.42712 0.0 0.0 0.0 0.283
H -0.44753 -5.05878 0.05888 0.0 0.0 0.0 0.297
H 0.46759 -5.12986 -1.45163 0.0 0.0 0.0 0.389
H 0.39739 -2.44100 -3.01664 0.0 0.0 0.0 0.301
H 2.07374 -2.60332 -2.50615 0.0 0.0 0.0 0.493
H 1.19921 -1.09080 -2.22235 0.0 0.0 -0.1 0.102
H 2.24359 -4.02360 0.95500 0.0 0.0 0.0 0.339
H 2.34942 -2.27903 1.17781 0.0 0.0 0.0 0.239
H 3.04474 -3.03149 -0.25702 0.0 0.0 0.0 0.456
H -2.12303 1.00172 0.51385 -0.1 0.0 0.1 0.127
H -3.68460 0.26338 0.89556 0.0 0.0 0.0 0.463
H -3.36923 0.87701 -0.72546 0.0 0.0 0.0 0.430
H -1.40698 -0.55169 -2.64650 0.0 0.0 -0.1 0.006
H -3.11935 -0.99637 -2.72203 0.0 0.0 0.0 0.414
H -1.88953 -2.25505 -2.73685 0.0 0.0 0.0 0.288
H -3.65771 -2.72864 1.06878 0.0 0.0 0.0 0.313
H -3.18332 -3.62149 -0.37541 0.0 0.0 0.0 0.284
H -4.45119 -2.39933 -0.47134 0.0 0.0 0.0 0.337
Br -2.82235 6.97496 -1.74326 0.0 0.0 0.0 -0.193
C -2.27865 5.22680 -2.22347 0.0 0.0 0.0 -0.064
C -2.60151 4.72786 -3.47643 0.0 0.0 0.0 -0.179
N -2.24910 3.50897 -3.87052 0.0 0.0 0.0 -0.653
C -1.56067 2.75200 -3.01984 0.0 0.0 0.0 -0.237
C -1.19428 3.17299 -1.74685 0.1 0.0 0.0 0.206
C -1.56599 4.44529 -1.33715 0.0 0.0 0.0 -0.471
C -0.41909 2.29366 -0.80064 -0.2 0.1 0.0 0.894
O -0.12538 1.13369 -1.26593 0.3 -0.5 0.0 -0.965
O -0.14170 2.71601 0.32502 0.1 0.0 -0.1 -0.760
H -3.16151 5.33023 -4.18191 0.0 0.0 0.0 0.400
H -1.28433 1.76338 -3.36207 0.0 0.0 0.0 0.475
H -1.29683 4.78898 -0.34798 0.0 0.0 0.0 0.574
C 4.80178 0.87562 -0.17240 -0.1 0.0 0.0 -1.298
Sb 2.86958 1.67393 0.27474 -0.2 0.1 -0.1 0.865
C 2.76306 3.25057 -1.14661 0.0 -0.1 0.0 -1.280
C 3.37652 2.83110 1.99637 -0.1 -0.1 0.0 -1.431
H 5.54581 1.66762 -0.24055 0.0 0.0 0.0 0.380
H 4.75353 0.33746 -1.11780 0.0 0.0 0.0 0.383
H 5.08696 0.17681 0.61315 0.0 0.0 0.0 0.363
H 3.70056 3.80208 -1.19279 0.0 0.0 0.0 0.465
H 1.95316 3.90562 -0.83232 0.0 0.0 0.0 0.333
H 2.52974 2.84053 -2.12804 0.0 0.0 0.0 0.375
H 4.14038 3.56342 1.74022 0.0 0.0 0.0 0.424
H 3.75299 2.18375 2.78723 0.0 0.0 0.0 0.381
H 2.47912 3.34245 2.34139 0.0 0.0 0.0 0.397
```
Forces are in eV/Å.

Output
net charge: 0
M: 721.87 g/mol
E: -131664.7719 eV
HOMO: -8.2656 eV
energy relative to the best compared isomer or geometry (same formula, charge and spin): 27.7 kJ/mol
orbital gap: 0.277 Eh
F_max: 0.794 eV/Å